Formula: C86H201N11O28
Source: the OMol25 dataset
Level of theory: ωB97M-V/def2-TZVPD

Structure (ORCA input):
```
! RIJCOSX wB97M-V def2-TZVPD def2/J DEFGRID3
* xyz 4 1
C -1.81861 -5.76102 -0.07279
N -0.42292 -5.12449 -0.36040
C 0.02010 -4.15897 0.76887
C 0.69712 -6.18675 -0.43817
C -0.45380 -4.45591 -1.81437
C -1.36653 -3.14820 -1.88103
O -0.66143 -2.07750 -1.31637
H -1.89518 -6.68848 -0.64030
H -2.63252 -5.05015 -0.21527
H -1.84290 -6.08363 0.96810
H 0.97737 -3.84433 0.35325
H 0.28099 -4.70107 1.67780
H -0.76807 -3.40608 0.77610
H 0.68001 -6.63229 -1.43280
H 0.48752 -6.88594 0.37135
H 1.63888 -5.63805 -0.44839
H -0.71277 -5.24574 -2.51950
H 0.54574 -4.07173 -2.01792
H -2.41773 -3.16853 -1.59353
H -1.38010 -3.01609 -2.96291
H -1.33665 -1.65797 -0.77816
C -4.87146 -1.17914 -2.95121
N -4.48597 -0.11742 -3.96291
C -3.64350 -0.78772 -5.04616
C -5.74515 0.46443 -4.60241
C -3.64976 1.06709 -3.31309
C -4.34830 1.84262 -2.14815
O -5.33961 2.72945 -2.75996
H -5.52080 -0.76744 -2.17858
H -3.97790 -1.64594 -2.53680
H -5.50068 -1.87571 -3.50527
H -3.20020 -0.06639 -5.73265
H -4.31609 -1.40726 -5.63936
H -2.88028 -1.31301 -4.47199
H -6.29272 -0.38323 -5.01439
H -5.48979 1.19366 -5.37123
H -6.36847 0.81764 -3.78093
H -3.58777 1.81429 -4.10426
H -2.69746 0.70810 -2.92278
H -3.56403 2.51088 -1.79254
H -4.74991 1.26967 -1.31235
H -5.62999 3.35906 -2.09597
C 3.96210 -9.15053 -0.00657
N 5.13883 -8.37108 -0.74232
C 5.35632 -7.08150 0.03489
C 6.49520 -9.17183 -0.75709
C 4.77115 -8.04770 -2.22476
C 4.98786 -9.17561 -3.31689
O 4.39477 -10.35991 -2.84338
H 3.08179 -8.51690 -0.11454
H 4.28509 -9.51079 0.97014
H 3.73675 -10.02292 -0.61997
H 6.17688 -6.50147 -0.38740
H 5.50887 -7.49680 1.03106
H 4.45509 -6.47735 -0.06948
H 7.28840 -8.60100 -1.23990
H 6.44831 -10.10080 -1.32536
H 6.73022 -9.42219 0.27741
H 5.30634 -7.16550 -2.57602
H 3.73196 -7.71904 -2.23793
H 6.04537 -9.41655 -3.42516
H 4.59798 -8.77211 -4.25138
H 4.07037 -10.94396 -3.53277
C -5.24530 2.55934 1.74079
C -6.17181 1.63577 2.46685
C -5.34558 0.50636 3.05633
N -6.30017 -0.56373 3.68284
C -7.35809 -0.00235 4.68572
C -5.51711 -1.76456 4.30187
C -6.59596 -2.84067 4.49706
C -7.57537 -2.57228 3.29352
C -7.15491 -1.38480 2.55935
H -4.53224 2.84928 2.51253
H -5.63039 3.40430 1.16997
H -4.55605 2.01827 1.09251
H -7.02981 1.36712 1.85059
H -6.46200 2.22028 3.33990
H -4.69395 0.90326 3.83476
H -4.74528 -0.02827 2.32018
H -8.00526 0.75682 4.24648
H -6.78667 0.58890 5.40126
H -7.84868 -0.80814 5.23171
H -4.95316 -1.40864 5.16406
H -4.81407 -2.12127 3.54914
H -6.93762 -2.83112 5.53209
H -6.07993 -3.79390 4.38233
H -8.63584 -2.58109 3.54539
H -7.46515 -3.40705 2.60136
H -8.03753 -0.80407 2.29132
H -6.56680 -1.50360 1.64936
C 3.93207 -1.83797 4.06331
C 2.69507 -2.53809 4.73558
C 1.53057 -1.57781 4.93881
N 0.26937 -2.19055 5.65782
C 0.70567 -2.85704 6.97088
C -0.42915 -3.23218 4.73388
C -1.52954 -2.37886 4.05761
C -1.51071 -1.02292 4.68706
C -0.77194 -1.12265 6.00514
H 4.48365 -1.26552 4.80906
H 3.59128 -1.31679 3.16869
H 4.72599 -2.55154 3.84283
H 3.10643 -2.95205 5.65618
H 2.39453 -3.32447 4.04320
H 1.22595 -1.02839 4.04806
H 1.91664 -0.89186 5.69282
H 1.28931 -2.14071 7.54909
H 1.28685 -3.75236 6.75011
H -0.21854 -3.04156 7.51850
H -0.76687 -4.07195 5.34118
H 0.32856 -3.45355 3.98223
H -2.50422 -2.79979 4.30442
H -1.48439 -2.38706 2.96857
H -2.45447 -0.48640 4.78482
H -0.93042 -0.38514 4.02029
H -1.47618 -1.52386 6.73395
H -0.29156 -0.17985 6.26680
C 0.80827 6.21560 3.57757
C -0.66592 6.28995 3.12093
C -1.56133 7.34213 3.74514
N -2.96744 7.36368 3.01881
C -3.61469 6.04272 2.87317
C -2.83910 8.16607 1.63815
C -4.06857 9.10318 1.54371
C -4.92786 8.88818 2.77299
C -3.89667 8.31938 3.76560
H 1.36478 7.14935 3.65821
H 1.39339 5.57171 2.92095
H 0.76366 5.77615 4.57406
H -1.03957 5.31000 3.41788
H -0.56968 6.48900 2.05359
H -1.08454 8.32118 3.69791
H -1.81542 7.10779 4.77887
H -3.92508 5.84097 3.89838
H -3.04791 5.24613 2.39119
H -4.53779 6.23480 2.32630
H -2.84856 7.52573 0.75611
H -1.87779 8.67912 1.61093
H -4.65525 8.95623 0.63689
H -3.72436 10.13133 1.43185
H -5.86982 8.35332 2.65152
H -5.29554 9.86191 3.09666
H -4.25138 7.84466 4.68044
H -3.27927 9.13382 4.14456
C 2.69646 -1.03269 -3.37998
C 1.93178 -0.81153 -4.74767
C 1.20129 -2.09675 -5.29556
N 0.89209 -2.03941 -6.80275
C -0.12832 -0.88638 -7.02152
C 0.33666 -3.36448 -7.43516
C 0.73376 -3.32601 -8.90680
C 2.05008 -2.45495 -8.97259
C 2.18889 -1.73918 -7.65039
H 3.30692 -1.93565 -3.36999
H 1.94308 -1.05576 -2.59259
H 3.24497 -0.11918 -3.15028
H 2.55826 -0.37514 -5.52561
H 1.18698 -0.06552 -4.47044
H 0.29455 -2.22363 -4.70410
H 1.90086 -2.88226 -5.00979
H -1.05220 -1.01513 -6.45763
H -0.23555 -0.76096 -8.09895
H 0.35540 0.01716 -6.65041
H -0.71520 -3.52797 -7.20070
H 0.88956 -4.11263 -6.86712
H 0.02996 -2.89802 -9.62064
H 0.86807 -4.37572 -9.16792
H 1.89261 -1.80234 -9.83130
H 2.92026 -3.10707 -9.04754
H 2.29526 -0.66115 -7.77135
H 3.05901 -2.06322 -7.07944
C -2.81226 5.39405 -3.52886
C -1.45727 5.98552 -3.94367
N -0.77563 6.77693 -2.75384
C -0.54939 5.94637 -1.44622
C 0.64822 7.26268 -3.31913
C 1.71575 6.20043 -3.54614
C -1.71177 7.98079 -2.37500
C -1.12518 9.27237 -1.81190
O -0.53155 8.91406 -0.58117
C 0.18962 9.90595 0.15584
H -2.78193 4.82888 -2.59733
H -3.07408 4.76816 -4.38198
H -3.62137 6.11577 -3.41675
H -1.54787 6.72526 -4.73908
H -0.67590 5.27101 -4.20261
H 0.09231 6.60479 -0.86071
H -0.10091 4.97601 -1.65922
H -1.48784 5.71752 -0.94121
H 0.87186 8.05649 -2.60642
H 0.47869 7.76445 -4.27181
H 1.49809 5.65396 -4.46380
H 1.86103 5.56719 -2.67092
H 2.69337 6.67099 -3.65076
H -2.48588 7.52548 -1.75732
H -2.20848 8.35083 -3.27190
H -1.79170 10.12985 -1.71940
H -0.49004 9.78562 -2.53388
H 0.68451 9.27515 0.89427
H -0.51403 10.62397 0.57706
H 0.92182 10.50918 -0.38090
C -0.31266 3.87289 8.60508
C -1.53505 2.99782 8.98731
N -2.86376 3.39933 8.24155
C -3.49791 4.64420 8.94050
C -2.61466 3.76965 6.77101
C -1.88758 2.66504 5.88584
C -3.75295 2.11234 8.46830
C -5.19691 2.27173 7.82375
O -6.21470 1.43346 8.51990
C -6.08173 0.07771 8.34149
H -0.59115 4.84367 9.01509
H -0.05605 4.01496 7.55528
H 0.54001 3.51836 9.18419
H -1.73780 2.91958 10.05542
H -1.20519 2.02618 8.61963
H -3.93372 4.31574 9.88405
H -4.27838 4.90200 8.22461
H -2.74899 5.43145 9.02690
H -1.98844 4.65679 6.86549
H -3.52023 4.10123 6.26298
H -2.58138 1.93293 5.47261
H -1.07080 2.21857 6.45297
H -1.42740 3.03969 4.97152
H -3.97564 2.09519 9.53517
H -3.22225 1.26564 8.03288
H -5.21192 1.94809 6.78301
H -5.62851 3.26660 7.93354
H -7.02403 -0.40049 8.60886
H -5.20688 -0.24993 8.90308
H -5.73607 -0.13582 7.33004
C 5.97261 -5.99868 -6.03633
C 7.50635 -6.41397 -5.89671
N 8.55403 -5.26446 -5.97903
C 8.48132 -4.64204 -7.36948
C 8.14675 -4.13965 -4.98853
C 8.03586 -4.56090 -3.46018
C 9.85291 -5.91116 -5.61844
C 11.17832 -5.06088 -5.70981
O 11.16718 -3.81498 -5.06025
C 12.53372 -3.21390 -5.17056
H 5.41867 -6.73369 -6.62030
H 5.88759 -4.95631 -6.34344
H 5.47770 -6.01473 -5.06529
H 7.76288 -7.19302 -6.61461
H 7.65002 -6.86865 -4.91655
H 7.46608 -4.29610 -7.56368
H 8.77920 -5.42375 -8.06827
H 9.25704 -3.88734 -7.49898
H 7.15081 -3.81084 -5.28536
H 8.75727 -3.24207 -5.08713
H 8.98453 -4.94317 -3.08334
H 7.27857 -5.29048 -3.17325
H 7.79051 -3.64502 -2.92253
H 9.98773 -6.66499 -6.39411
H 9.79789 -6.29515 -4.59980
H 11.21811 -4.97992 -6.79607
H 11.98450 -5.71102 -5.36995
H 12.67749 -3.02894 -6.23509
H 13.27079 -3.92216 -4.79218
H 12.55258 -2.34279 -4.51563
C -1.40550 2.48446 1.21336
C 0.13110 2.86673 1.09613
N 0.89944 1.74439 0.39779
C 0.12097 1.24717 -0.86375
C 2.24929 2.31865 -0.10817
C 3.31348 2.80167 0.97624
C 1.16280 0.66976 1.53063
C 1.65189 -0.60191 0.92638
O 2.99389 -0.44390 0.58901
C 3.58660 -1.58514 0.04375
H -1.84851 3.07696 2.01385
H -1.64446 1.44765 1.45002
H -1.89142 2.65857 0.25333
H 0.51585 2.94652 2.11286
H 0.25496 3.85492 0.65314
H -0.77500 0.70395 -0.56334
H 0.76766 0.53279 -1.37322
H -0.17393 2.10500 -1.46812
H 1.97210 3.11855 -0.79478
H 2.67704 1.55475 -0.75746
H 4.14247 3.34673 0.52479
H 3.57150 2.02193 1.69285
H 2.80612 3.53817 1.59933
H 0.13799 0.57084 1.88855
H 1.81430 1.10067 2.29087
H 1.00100 -0.99521 0.14551
H 1.64928 -1.42316 1.64307
H 3.58833 -2.36961 0.80051
H 4.62569 -1.50159 -0.27467
H 2.99986 -2.02541 -0.76248
O -3.11986 -3.21415 1.30289
C -3.30904 -2.01776 0.65879
O -2.41906 -1.14613 0.65405
O -4.33093 -1.80820 0.02133
H -3.86827 -3.76409 1.05989
O -2.59483 2.41076 -6.07174
C -2.51525 2.04596 -7.30738
O -1.43395 1.79695 -7.79150
O -3.57807 1.98958 -7.97366
H -1.70765 2.25222 -5.74102
O 2.08829 3.12595 4.22539
C 1.73952 2.09020 4.94353
O 2.36178 1.93554 6.01872
O 0.74667 1.42454 4.66720
H 2.62827 3.34237 4.98906
O 2.72944 -6.25208 3.11201
C 1.73846 -6.26185 3.97015
O 2.20178 -5.84766 5.05247
O 0.58131 -6.46957 3.70084
H 3.11329 -5.99360 3.95311
O 4.58810 -4.19090 -3.96247
C 3.78838 -4.70176 -2.99217
O 2.76224 -5.37605 -3.37660
O 4.10089 -4.50735 -1.82010
H 4.04610 -4.55520 -4.66611
O 1.20568 2.57699 -5.76185
C 0.58641 2.55212 -4.59777
O -0.52170 1.94360 -4.50923
O 1.09189 3.03581 -3.59363
H 0.57861 2.13917 -6.34211
O -5.59513 6.70397 -0.28774
C -5.15547 5.50321 -0.61243
O -5.95427 4.68442 -1.08451
O -3.96344 5.22900 -0.40588
H -6.44310 6.47863 -0.67732
*
```

Computed properties:
E_LUMO = -0.2392 Eh
strongest force on any atom = 6.22 eV/Å
Kohn-Sham gap = 4.472 eV

Mulliken atomic charge list, values in e, 2 entries: -0.625, 0.468